{
  "formula": "C48H152N40O24",
  "method": "ωB97M-V/def2-TZVPD",
  "max_force_ha_per_bohr": 0.1344,
  "e_lumo_ev": -0.504,
  "gap_ev": 7.7,
  "species": ["C", "C", "C", "O", "C", "N", "H", "H", "H", "H", "H", "H", "H", "H", "H", "H", "H", "C", "C", "C", "O", "C", "N", "H", "H", "H", "H", "H", "H", "H", "H", "H", "H", "H", "C", "C", "C", "O", "C", "N", "H", "H", "H", "H", "H", "H", "H", "H", "H", "H", "H", "C", "C", "C", "O", "C", "N", "H", "H", "H", "H", "H", "H", "H", "H", "H", "H", "H", "C", "C", "C", "O", "C", "N", "H", "H", "H", "H", "H", "H", "H", "H", "H", "H", "H", "C", "C", "C", "O", "C", "N", "H", "H", "H", "H", "H", "H", "H", "H", "H", "H", "H", "C", "C", "C", "O", "C", "N", "H", "H", "H", "H", "H", "H", "H", "H", "H", "H", "H", "C", "C", "C", "O", "C", "N", "H", "H", "H", "H", "H", "H", "H", "H", "H", "H", "H", "C", "O", "N", "N", "H", "H", "H", "H", "C", "O", "N", "N", "H", "H", "H", "H", "C", "O", "N", "N", "H", "H", "H", "H", "C", "O", "N", "N", "H", "H", "H", "H", "C", "O", "N", "N", "H", "H", "H", "H", "C", "O", "N", "N", "H", "H", "H", "H", "C", "O", "N", "N", "H", "H", "H", "H", "C", "O", "N", "N", "H", "H", "H", "H", "C", "O", "N", "N", "H", "H", "H", "H", "C", "O", "N", "N", "H", "H", "H", "H", "C", "O", "N", "N", "H", "H", "H", "H", "C", "O", "N", "N", "H", "H", "H", "H", "C", "O", "N", "N", "H", "H", "H", "H", "C", "O", "N", "N", "H", "H", "H", "H", "C", "O", "N", "N", "H", "H", "H", "H", "C", "O", "N", "N", "H", "H", "H", "H"],
  "xyz": [[1.896, -5.247, 3.495], [1.083, -5.914, 4.575], [1.842, -6.512, 5.770], [2.831, -5.653, 6.398], [3.037, -5.606, 7.791], [0.184, -4.945, 5.119], [2.907, -5.455, 3.847], [1.805, -4.161, 3.527], [1.643, -5.524, 2.472], [0.546, -6.724, 4.081], [2.204, -7.525, 5.591], [1.093, -6.789, 6.513], [2.098, -5.871, 8.277], [3.172, -4.545, 8.004], [3.853, -6.258, 8.101], [-0.238, -5.496, 5.852], [0.790, -4.252, 5.535], [-3.599, -0.457, 0.525], [-5.048, -0.470, 0.199], [-5.313, 0.248, -1.207], [-6.741, 0.366, -1.358], [-7.124, 0.472, -2.682], [-5.573, -1.852, 0.191], [-3.122, 0.520, 0.447], [-3.054, -0.967, -0.270], [-3.391, -1.010, 1.441], [-5.406, 0.083, 1.067], [-4.904, -0.392, -1.988], [-4.812, 1.213, -1.283], [-8.132, 0.879, -2.752], [-7.006, -0.485, -3.190], [-6.500, 1.178, -3.230], [-5.110, -2.336, -0.565], [-6.493, -1.748, -0.213], [3.979, 1.079, -7.783], [4.020, 2.501, -7.265], [2.680, 2.829, -6.546], [2.233, 1.721, -5.781], [1.537, 1.869, -4.617], [5.071, 2.476, -6.322], [3.712, 0.194, -7.205], [4.922, 0.830, -8.271], [3.307, 1.083, -8.641], [4.169, 3.204, -8.084], [1.967, 3.095, -7.327], [2.922, 3.688, -5.920], [2.232, 1.880, -3.777], [0.965, 0.958, -4.444], [0.729, 2.595, -4.535], [5.895, 2.122, -6.786], [4.778, 1.750, -5.684], [-3.297, -6.481, 3.255], [-3.762, -5.049, 2.655], [-4.254, -4.180, 3.812], [-5.434, -4.765, 4.425], [-6.316, -3.794, 5.006], [-2.701, -4.431, 1.901], [-2.212, -6.587, 3.277], [-3.715, -7.259, 2.616], [-3.594, -6.493, 4.304], [-4.523, -4.978, 1.878], [-4.504, -3.176, 3.471], [-3.521, -3.869, 4.556], [-5.829, -3.052, 5.638], [-6.974, -4.423, 5.606], [-6.741, -3.282, 4.143], [-2.946, -3.452, 1.858], [-1.869, -4.387, 2.473], [3.986, 2.536, 3.965], [3.172, 2.212, 2.734], [4.000, 1.620, 1.610], [4.565, 2.618, 0.702], [4.731, 2.182, -0.638], [2.012, 1.293, 3.161], [4.738, 1.896, 4.427], [3.371, 3.004, 4.734], [4.641, 3.354, 3.664], [2.778, 3.194, 2.476], [3.418, 0.821, 1.150], [4.870, 1.159, 2.076], [3.916, 1.494, -0.860], [5.606, 1.621, -0.968], [4.722, 2.963, -1.399], [1.505, 1.084, 2.314], [2.352, 0.367, 3.380], [0.304, 5.321, 8.417], [0.821, 3.959, 8.346], [-0.310, 2.975, 7.730], [0.044, 1.600, 7.760], [0.745, 1.233, 6.572], [2.162, 3.791, 7.832], [-0.550, 5.490, 9.073], [0.023, 5.892, 7.532], [1.107, 5.977, 8.752], [1.045, 3.526, 9.321], [-0.662, 3.293, 6.748], [-1.161, 3.154, 8.387], [1.002, 0.198, 6.347], [1.711, 1.738, 6.590], [0.277, 1.615, 5.664], [2.693, 4.036, 8.656], [2.236, 2.786, 7.773], [4.128, -5.536, -3.717], [4.755, -4.377, -3.041], [3.980, -3.083, -3.106], [4.561, -2.089, -4.124], [3.782, -0.928, -4.245], [5.094, -4.645, -1.614], [4.020, -5.378, -4.790], [3.109, -5.483, -3.334], [4.558, -6.515, -3.504], [5.729, -4.261, -3.516], [4.075, -2.439, -2.232], [2.920, -3.204, -3.330], [4.218, -0.391, -5.087], [3.816, -0.249, -3.393], [2.808, -1.275, -4.590], [5.737, -5.420, -1.538], [5.574, -3.867, -1.186], [2.621, 9.008, 1.716], [2.077, 7.560, 1.670], [0.897, 7.485, 0.749], [-0.312, 7.990, 1.271], [-1.575, 7.581, 0.791], [3.234, 6.761, 1.251], [1.914, 9.748, 2.092], [2.897, 9.401, 0.738], [3.432, 9.174, 2.426], [1.739, 7.306, 2.674], [0.759, 6.443, 0.459], [1.176, 7.895, -0.222], [-1.563, 6.508, 0.985], [-1.614, 7.442, -0.290], [-2.535, 8.032, 1.041], [3.067, 5.779, 1.418], [3.997, 6.889, 1.900], [5.482, -2.147, 0.937], [6.091, -2.291, -0.146], [5.754, -1.203, 1.775], [4.701, -3.036, 1.505], [6.461, -0.531, 1.513], [5.470, -1.417, 2.720], [4.254, -2.875, 2.397], [4.550, -3.852, 0.930], [-0.211, -5.279, -5.228], [-0.802, -4.845, -6.227], [-0.318, -6.492, -4.811], [0.395, -4.462, -4.348], [-0.121, -6.657, -3.834], [-0.469, -7.218, -5.497], [0.525, -4.947, -3.471], [0.369, -3.454, -4.393], [0.527, 4.850, 3.255], [1.703, 4.971, 3.455], [0.064, 3.778, 2.518], [-0.383, 5.667, 3.675], [-0.867, 3.434, 2.705], [0.795, 3.268, 2.042], [-0.124, 6.638, 3.778], [-1.338, 5.573, 3.360], [0.248, 0.139, -0.229], [0.652, 0.638, 0.799], [0.055, 0.828, -1.318], [-0.091, -1.065, -0.292], [0.378, 1.779, -1.217], [-0.301, 0.515, -2.210], [-0.648, -1.381, -1.073], [-0.073, -1.645, 0.535], [-4.499, 1.724, -5.948], [-4.109, 0.663, -5.615], [-4.177, 2.815, -5.367], [-5.252, 1.983, -6.979], [-4.282, 3.634, -5.948], [-3.441, 2.841, -4.675], [-5.600, 1.154, -7.438], [-5.772, 2.833, -7.143], [-0.660, 6.289, -4.858], [0.493, 6.678, -4.762], [-1.622, 6.908, -5.432], [-1.090, 5.185, -4.376], [-1.639, 7.911, -5.548], [-2.274, 6.222, -5.784], [-0.505, 4.662, -3.740], [-2.041, 4.865, -4.492], [-1.338, -0.225, -8.795], [-1.105, -0.886, -9.827], [-0.485, 0.302, -7.943], [-2.538, 0.229, -8.410], [0.506, 0.168, -8.087], [-0.790, 0.736, -7.084], [-3.260, -0.101, -9.034], [-2.683, 0.757, -7.562], [-4.857, -3.150, -3.672], [-4.421, -2.832, -2.592], [-6.107, -3.279, -4.037], [-4.003, -3.545, -4.635], [-6.239, -4.026, -4.705], [-6.754, -2.931, -3.345], [-3.024, -3.668, -4.420], [-4.394, -4.077, -5.399], [-2.821, 3.290, 3.610], [-2.298, 2.575, 2.776], [-2.415, 3.398, 4.838], [-3.771, 4.116, 3.304], [-1.695, 2.772, 5.168], [-2.896, 4.089, 5.396], [-4.257, 4.711, 3.960], [-3.963, 4.299, 2.329], [0.700, -5.198, -0.366], [-0.231, -5.759, -0.912], [0.620, -4.303, 0.562], [1.917, -5.378, -0.694], [-0.151, -4.135, 1.192], [1.495, -3.834, 0.753], [2.700, -4.848, -0.339], [1.892, -6.305, -1.092], [3.834, -1.746, 5.130], [4.344, -1.883, 4.033], [4.462, -1.273, 6.208], [2.611, -2.145, 5.370], [3.943, -1.260, 7.075], [5.462, -1.239, 6.339], [2.063, -1.808, 6.148], [2.112, -2.649, 4.651], [-2.784, 3.449, -2.318], [-2.385, 2.518, -3.035], [-4.022, 3.905, -2.358], [-2.087, 4.224, -1.602], [-4.771, 3.416, -2.827], [-4.249, 4.709, -1.790], [-2.510, 4.813, -0.898], [-1.091, 4.086, -1.697], [-0.513, -1.670, 3.559], [-0.045, -2.213, 2.559], [-0.919, -2.333, 4.537], [-0.670, -0.395, 3.681], [-0.751, -3.325, 4.448], [-1.134, -1.876, 5.412], [-0.663, 0.183, 2.853], [-0.631, -0.071, 4.637], [1.677, 4.536, -1.604], [0.664, 4.410, -2.323], [2.027, 3.929, -0.553], [2.705, 5.360, -1.954], [2.975, 4.047, -0.226], [1.382, 3.269, -0.142], [3.532, 5.458, -1.383], [2.558, 5.927, -2.777], [-3.158, -6.781, -1.170], [-3.543, -7.207, -2.217], [-2.974, -5.530, -0.813], [-2.905, -7.534, -0.171], [-2.983, -5.288, 0.168], [-3.068, -4.835, -1.539], [-2.347, -7.168, 0.587], [-2.994, -8.516, -0.388], [-1.259, -1.501, -4.902], [-0.086, -1.676, -4.738], [-1.871, -1.909, -5.992], [-2.062, -0.784, -4.150], [-2.700, -1.516, -6.415], [-1.395, -2.699, -6.401], [-1.732, -0.461, -3.251], [-2.922, -0.405, -4.520]],
  "forces_ev_per_a": [[1.294, 0.218, 0.587], [0.601, -0.167, -0.312], [0.605, -0.929, 1.218], [-0.551, -0.122, -2.204], [-1.285, -0.005, -0.557], [-1.257, -0.148, -0.045], [0.546, 0.033, -1.135], [-0.249, 0.019, -0.001], [0.322, -0.333, 0.267], [-0.314, -0.215, 0.427], [0.952, 0.086, -0.620], [-0.448, 0.446, 0.397], [0.017, -0.340, 0.426], [0.594, -0.125, 0.300], [0.033, 0.176, 0.141], [-0.719, 0.803, 0.618], [-0.052, 0.199, 0.532], [1.641, -0.710, -1.374], [-0.105, 0.532, -0.976], [-0.519, -0.925, 1.815], [0.804, 0.191, 0.890], [0.081, 0.342, -0.724], [-0.071, 0.995, 0.043], [-0.306, 0.309, 0.779], [0.108, -0.600, -0.146], [0.076, 0.389, 0.190], [-1.284, 0.168, -0.390], [0.044, -0.244, -0.072], [-0.115, 0.333, 0.125], [-0.158, -0.406, 0.139], [-0.286, -0.162, -0.244], [0.324, 0.227, -0.141], [0.613, -0.326, -0.216], [-0.652, -0.139, 0.313], [-0.689, -0.422, -3.071], [-1.731, -1.960, 0.578], [0.896, 0.355, -0.158], [0.766, -0.212, -2.114], [-0.913, -0.783, 1.663], [1.307, 1.288, 1.512], [-0.106, 0.712, 0.751], [0.351, 0.095, 0.143], [-0.468, -0.364, -0.242], [0.089, 0.088, 0.106], [-0.403, 0.063, 0.156], [-0.424, 0.189, 0.204], [-0.023, 0.709, 0.377], [0.126, -0.555, -0.256], [0.492, 0.893, -0.350], [0.261, -0.025, 0.154], [0.361, -0.102, 0.533], [-0.841, 1.737, -1.073], [0.310, -0.846, 1.262], [-1.371, 0.609, 0.325], [1.491, 0.459, 0.020], [0.733, -0.959, -0.862], [1.223, 0.684, 0.724], [0.164, 0.295, -0.376], [-0.050, -0.232, 0.526], [-0.453, -0.488, -0.238], [-0.870, -1.277, 0.546], [-0.507, 0.140, -0.814], [0.613, -0.937, 0.459], [0.313, -0.077, 0.170], [-0.467, 0.552, -0.182], [-0.759, 0.213, 0.363], [-0.113, 0.495, -0.708], [0.529, -0.227, 0.215], [0.863, 1.751, 0.232], [-0.882, -1.248, 1.444], [1.185, 0.115, 0.119], [-0.437, 0.009, -0.116], [-0.763, -1.046, -0.700], [1.033, 1.200, -0.646], [-0.553, -1.073, -0.249], [-0.188, -0.283, 0.068], [0.138, 0.399, -0.133], [-0.392, -0.211, -0.326], [0.046, 0.258, -0.750], [-0.068, -0.338, -0.065], [-0.300, 0.045, -0.298], [0.699, -0.181, 1.119], [-0.386, 0.698, 0.531], [-0.453, 0.107, -0.180], [0.674, -0.201, 0.337], [0.026, 2.817, 0.309], [-1.697, -3.240, -0.145], [1.281, 1.189, 0.962], [-0.230, -0.618, -0.510], [0.885, 1.362, -0.416], [0.375, 0.371, -1.218], [0.108, -0.455, 0.350], [-0.015, -0.885, -0.860], [0.106, 0.029, 0.574], [-1.729, 0.317, 0.926], [0.513, 0.061, -0.287], [-0.055, -0.454, 0.205], [-0.671, -0.412, 0.968], [0.095, -0.168, -0.474], [-0.283, 0.115, -0.101], [0.873, 0.121, -0.298], [0.640, -0.038, -0.016], [-1.903, -0.077, 0.091], [2.758, 0.596, 0.781], [0.655, 2.936, -1.395], [0.070, -2.254, 1.167], [0.247, -0.764, -1.206], [-1.080, -0.645, 0.209], [0.302, -0.018, -0.029], [-0.377, -0.809, -0.076], [0.187, 0.180, 0.021], [0.043, 0.773, -0.463], [-0.076, -0.756, 0.694], [-0.104, -0.200, -0.176], [0.022, 0.137, -0.001], [-0.368, -0.202, 0.434], [-0.633, 0.726, 0.456], [-0.022, -0.266, -0.220], [0.088, 0.622, -0.107], [-0.622, 0.770, 0.463], [1.127, 2.037, 1.189], [-0.503, -1.711, -1.918], [-0.375, 2.258, 1.320], [1.428, -2.809, -1.712], [-0.418, -0.802, -0.395], [-0.667, -0.259, -0.047], [0.264, -0.403, -0.121], [0.421, -0.565, -0.187], [0.002, -0.185, 0.139], [-0.217, -0.657, 0.309], [-0.183, 0.762, -0.123], [-0.849, -0.562, 0.864], [0.325, 1.007, -0.668], [0.836, 0.713, 0.931], [-0.613, -0.410, -0.116], [0.123, 0.719, 0.092], [2.796, -1.064, -2.403], [-1.196, 0.126, 0.270], [0.999, 3.322, 1.671], [-2.196, -2.976, -0.723], [-0.185, -0.204, 0.320], [0.397, 1.020, 0.187], [-0.006, -0.174, -0.210], [-0.278, -0.098, 0.399], [-1.839, 4.545, -1.394], [0.673, -0.186, -0.671], [0.169, -4.099, 0.863], [0.911, -0.466, 1.111], [-0.036, -0.762, -0.379], [-0.280, 0.041, 0.582], [0.442, 0.899, 0.334], [-0.253, 0.126, -0.214], [1.027, -3.833, -2.329], [2.441, 1.074, 0.407], [0.370, 1.224, 0.043], [-3.440, 3.317, 1.658], [0.394, -0.657, -0.763], [-0.552, -0.470, 0.574], [0.230, -0.177, 0.266], [0.271, -0.128, -0.189], [0.069, 2.048, 0.466], [1.277, 1.841, 2.065], [0.182, 3.168, -2.351], [-1.952, -6.615, -0.476], [-0.350, -0.074, -0.734], [0.306, 0.045, 0.303], [0.296, -0.302, 0.156], [0.019, 0.062, 0.179], [-0.199, 0.604, -0.352], [1.018, -4.620, 0.816], [1.619, 5.368, 2.658], [-3.047, -1.268, -4.145], [0.150, 0.120, 0.510], [0.244, -0.416, 0.330], [-0.148, 0.265, -0.173], [0.262, -0.257, 0.282], [4.418, 1.117, 0.983], [0.743, 0.649, 0.391], [-3.954, 2.992, -3.002], [-0.908, -5.592, 2.252], [-0.013, -0.549, -0.572], [-0.718, 1.431, -0.352], [0.259, -0.081, -0.300], [0.337, 0.232, 0.322], [0.191, -0.244, -1.884], [-0.404, 0.925, 1.845], [3.781, 0.390, 1.097], [-2.822, -0.761, -1.239], [-0.176, -0.084, 0.301], [0.354, -0.255, -0.269], [-0.466, 0.404, 0.631], [-0.345, -0.367, -0.462], [3.323, -1.396, -0.347], [-0.133, 1.482, 2.061], [-2.561, 0.512, -0.179], [0.470, -0.492, -1.160], [-1.037, 0.375, 0.361], [-0.460, -0.779, -0.421], [-0.278, -0.064, -0.056], [0.626, 0.166, -0.083], [1.125, -1.347, -1.327], [0.047, -1.251, -0.740], [0.754, -0.143, 3.089], [-3.609, 3.091, -1.708], [-0.299, 0.333, 0.171], [0.725, -0.459, 0.542], [0.203, -0.228, -0.092], [-0.037, -0.363, 0.232], [-3.531, 0.309, -0.339], [-0.721, -1.188, -0.225], [-0.857, 3.562, 3.602], [4.235, -2.371, -2.578], [-0.005, 0.169, -0.558], [-0.576, 0.216, 0.641], [0.259, -0.794, -0.393], [1.755, 0.180, -0.593], [1.644, -0.233, -0.547], [0.511, -0.141, -0.402], [0.805, 1.030, 2.040], [-3.602, -0.826, 0.417], [0.229, -0.069, -0.147], [-0.237, 0.085, -0.699], [0.265, -0.210, -0.112], [0.104, 0.455, -0.095], [-1.408, -2.301, -2.938], [0.128, 0.105, 0.168], [-3.983, 0.378, -0.366], [4.049, 1.857, 3.183], [0.231, -0.014, 0.190], [-0.299, -0.308, -0.395], [0.597, -0.115, -0.252], [0.637, 0.485, 0.584], [1.610, 0.965, -4.629], [0.244, -0.862, -1.438], [-1.633, -4.061, 5.342], [-0.238, 3.684, 0.187], [-0.037, -0.437, 0.816], [-0.317, -0.526, -0.156], [0.529, 0.435, 0.341], [-0.314, 0.853, -0.702], [0.661, 2.798, -4.657], [0.127, -0.363, 1.420], [-0.502, -3.382, 4.539], [-0.384, 0.999, -1.579], [-0.372, -0.589, 0.550], [0.493, -0.111, 0.322], [-0.339, 0.341, -0.242], [0.248, 0.012, 0.095], [-0.411, 2.260, -0.975], [-0.838, -0.771, -3.161], [-0.673, 3.115, -1.038], [0.861, -4.584, 4.205], [0.430, 0.501, -0.343], [-0.111, 0.161, 0.429], [0.028, -0.603, -0.212], [0.326, 0.061, 0.613], [-1.448, 1.374, -1.312], [3.165, -0.947, 1.712], [-0.312, -1.788, -2.738], [-0.885, 1.705, 2.860], [0.068, -0.292, 0.511], [-0.109, -0.026, -0.751], [-0.231, 0.201, -0.449], [-0.049, -0.069, 0.269]]
}